Here is C17H19BIrN5O2 as an isolated structure at a distorted geometry from the Open Molecules 2025 dataset. Energies are from wB97M-V/def2-TZVPD.

```
45
Properties=species:S:1:pos:R:3:mulliken_spin:R:1
Ir 0.82220 -0.90242 0.41709 0.335
O 4.15365 -2.67019 2.27491 0.012
O 2.41602 -1.92325 1.05953 0.041
N 1.19064 -1.49589 -1.45940 -0.003
N 1.95560 1.40691 -1.13817 -0.001
N 1.51996 -0.73825 -2.51029 -0.001
N 0.59777 -0.57302 2.71589 -0.003
N 1.54035 0.91952 0.03831 -0.005
C -3.86918 1.68945 0.05930 0.091
C -3.48895 0.35568 -0.22011 -0.004
C 1.45821 -1.48649 -3.61066 0.012
C -5.75916 -0.15523 -0.86178 -0.041
C 2.19842 3.01375 0.37439 0.001
C -5.17568 2.07894 -0.11626 -0.041
C 0.90803 -2.73367 -1.89673 0.001
C 2.36307 2.66101 -0.95690 0.007
C -4.45600 -0.56112 -0.69614 0.096
C 1.72234 -0.90573 3.63497 0.000
C 3.29631 -1.86375 2.04549 -0.005
C -6.12232 1.15993 -0.57114 0.129
C -1.01989 -0.43653 0.22133 0.281
C -2.18440 -0.06447 0.01923 0.091
C 3.06700 -0.67372 2.96023 0.002
C 1.07027 -2.77523 -3.26646 0.005
C 1.66918 1.88697 0.96659 -0.004
B 1.98078 0.73057 -2.53324 0.002
H 1.69695 -1.06315 -4.57145 0.001
H -0.24041 -1.08306 2.97532 0.001
H 3.09712 0.80003 -2.97930 0.000
H 3.88298 -0.63202 3.67551 0.000
H 2.42943 3.95187 0.84559 0.000
H 2.74433 3.23661 -1.78299 0.000
H 1.38170 1.73258 1.98706 0.001
H 1.27594 1.35506 -3.28767 0.000
H -4.15763 -1.57949 -0.90365 0.001
H 0.37890 0.41320 2.78479 -0.003
H 1.63451 -1.95132 3.92725 0.000
H -6.50361 -0.85935 -1.20650 0.000
H 0.94559 -3.62311 -3.91505 0.000
H 1.65687 -0.31035 4.54660 0.000
H -5.47142 3.09471 0.10638 0.000
H 3.04765 0.23188 2.35275 -0.001
H -3.12393 2.38624 0.41767 0.001
H -7.14880 1.47326 -0.70734 0.005
H 0.61959 -3.51735 -1.21495 0.000
```

Values from the calculation:
E_LUMO (spin up / spin down) in eV: -4.8 / -6.5
⟨S²⟩: 0.782
2S+1: 2
Relative energy (zero: lowest compared OMol25 entry of this formula, charge and spin) in eV: 1.053
Calculated total energy in eV: -32989.8491
Net charge: +1